(1)
9
Properties=species:S:1:pos:R:3 method="wB97M-V/def2-TZVPD" smiles="O=Cn1cnnn1" de_lowest_kj_mol=170.6 homo_ev=-11.34 e_tot_ev=-10110.53738 lumo_energy_ev=-0.7 fmax_ha_per_bohr=0.165 total_charge=0
C 1.318 -0.555 -0.080
C -0.472 1.036 0.176
H 1.905 -1.581 0.020
H 0.155 1.847 0.082
N -0.105 -0.319 0.403
N -1.809 0.929 -0.094
N -2.082 -0.468 -0.314
N -1.043 -1.244 0.036
O 2.132 0.355 -0.230

(2)
9
Properties=species:S:1:pos:R:3 method="wB97M-V/def2-TZVPD" de_lowest_kj_mol=0.0 homo_ev="-9.66 / -10.67" e_tot_ev=-10108.69099 multiplicity=3 lumo_energy_ev="0.4 / -2.2" fmax_ha_per_bohr=0.109 total_charge=0
C 4.025 -0.850 -0.388
C 1.063 0.374 0.505
N 3.802 -1.997 -0.571
N 1.961 0.413 1.244
N 4.336 0.256 0.266
N 0.137 0.275 -0.458
O 4.254 1.352 -0.227
H -0.321 -0.562 -0.184
H 0.471 0.447 -1.309